(1)
Formula: C48H120F2K2NO36P8S2
Source: the Open Molecules 2025 dataset
Level of theory: ωB97M-V/def2-TZVPD

Last column: Löwdin charge in e.
Cartesian coordinates (Å):
K (-4.40118, 3.68195, -3.28723)  0.978
K (-7.66851, -0.96896, -2.86359)  0.980
N (-3.38887, -0.22691, -0.59204)  -0.290
S (-3.38524, -0.39182, 1.08351)  0.566
O (-2.36401, 0.42464, 1.75314)  -0.279
O (-3.87860, -1.57075, 1.75193)  -0.263
F (-4.73101, 0.49828, 1.33064)  -0.254
S (-2.33236, -1.26384, -0.69952)  0.357
O (-2.77325, -2.62452, -0.56962)  -0.283
O (-0.97480, -0.89682, -0.34627)  -0.270
F (-2.19146, -1.23595, -2.32947)  -0.255
C (1.64940, 4.72169, -12.67046)  -0.072
C (0.21820, 4.36708, -13.02407)  -0.236
O (-0.67147, 5.04435, -12.05014)  -0.220
P (-2.27996, 4.78752, -12.13489)  0.476
O (-2.87996, 4.74336, -13.51259)  -0.251
O (-2.36288, 3.31878, -11.44887)  -0.213
C (-1.63451, 2.88786, -10.28766)  -0.268
C (-2.26569, 1.55151, -10.00350)  -0.087
O (-2.90136, 5.87621, -11.12722)  -0.182
C (-4.14147, 5.58925, -10.46311)  -0.245
C (-4.53108, 6.78987, -9.49491)  -0.049
H (1.98623, 4.45940, -11.66753)  0.081
H (2.30892, 4.27646, -13.41536)  0.081
H (1.76335, 5.78452, -12.88379)  0.078
H (-0.12352, 4.83625, -13.94669)  0.116
H (0.11815, 3.28351, -13.08680)  0.117
H (-0.57810, 2.72621, -10.50205)  0.118
H (-1.74093, 3.53033, -9.41359)  0.118
H (-3.30139, 1.66447, -9.68307)  0.070
H (-2.30502, 0.82861, -10.81835)  0.086
H (-1.65152, 1.11007, -9.21863)  0.077
H (-4.94162, 5.41887, -11.18341)  0.115
H (-4.13032, 4.60231, -10.00062)  0.095
H (-4.03976, 6.81342, -8.52222)  0.059
H (-4.23236, 7.70770, -10.00132)  0.074
H (-5.60983, 6.87332, -9.36280)  0.066
C (4.12255, 9.43154, 10.52005)  -0.079
C (2.63047, 9.52108, 10.75232)  -0.256
O (2.03923, 8.26051, 10.40485)  -0.205
P (0.44575, 8.11060, 10.12000)  0.494
O (-0.26851, 9.40360, 9.75077)  -0.268
O (0.33576, 6.98852, 9.02372)  -0.165
C (1.40540, 6.08405, 8.75382)  -0.285
C (0.78666, 4.88917, 8.12273)  -0.086
O (-0.11230, 7.34938, 11.45080)  -0.163
C (-1.41119, 7.62502, 11.87807)  -0.350
C (-1.69822, 6.92704, 13.15446)  -0.081
H (4.44217, 9.38745, 9.47890)  0.079
H (4.66658, 10.21655, 11.04531)  0.076
H (4.58446, 8.60608, 11.06168)  0.076
H (2.43452, 9.74979, 11.79988)  0.124
H (2.19734, 10.24188, 10.05881)  0.112
H (2.07064, 6.47997, 7.98650)  0.122
H (1.95793, 5.78395, 9.64419)  0.125
H (0.06737, 4.49377, 8.83994)  0.082
H (0.30309, 5.11361, 7.17199)  0.083
H (1.43092, 4.02104, 7.98350)  0.083
H (-1.76673, 8.64870, 11.99540)  0.119
H (-2.11947, 7.33220, 11.10304)  0.116
H (-2.76382, 6.79628, 13.34282)  0.081
H (-1.27440, 5.92509, 13.22214)  0.082
H (-1.29173, 7.56740, 13.93729)  0.080
C (-3.72795, -0.94032, 9.45247)  -0.082
C (-4.92303, -1.86799, 9.75785)  -0.264
O (-5.87514, -1.41597, 10.73651)  -0.199
P (-5.39695, -1.13963, 12.29585)  0.522
O (-4.14287, -0.28109, 12.39506)  -0.273
O (-5.32838, -2.62750, 12.97299)  -0.190
C (-4.76269, -2.66004, 14.27883)  -0.274
C (-5.38058, -3.94614, 14.89756)  -0.070
O (-6.61531, -0.41187, 13.02216)  -0.186
C (-7.10148, 0.85248, 12.52113)  -0.251
C (-7.93427, 1.51225, 13.62258)  -0.072
H (-3.06680, -0.96540, 10.31868)  0.057
H (-3.19206, -1.36547, 8.60383)  0.074
H (-4.01756, 0.08543, 9.22428)  0.079
H (-5.59898, -1.75670, 8.91003)  0.108
H (-4.63341, -2.91879, 9.76415)  0.118
H (-3.67673, -2.75073, 14.25469)  0.116
H (-5.02214, -1.81799, 14.92050)  0.116
H (-6.44995, -3.74973, 14.97476)  0.072
H (-5.26934, -4.87494, 14.33805)  0.074
H (-5.02700, -4.14195, 15.90986)  0.072
H (-6.28144, 1.51136, 12.23563)  0.114
H (-7.61965, 0.73286, 11.56967)  0.114
H (-7.31057, 1.69955, 14.49667)  0.078
H (-8.26410, 2.49574, 13.28781)  0.072
H (-8.86673, 1.08978, 13.99695)  0.075
C (3.83872, -0.76147, -7.34615)  -0.061
C (5.01383, -0.89675, -8.34181)  -0.285
O (4.78950, -1.85749, -9.35179)  -0.174
P (4.54985, -1.39690, -10.89050)  0.531
O (4.22961, 0.04278, -11.09441)  -0.249
O (3.34113, -2.36974, -11.39983)  -0.208
C (2.37929, -2.01326, -12.38506)  -0.250
C (3.07156, -2.35029, -13.73370)  -0.070
O (5.78024, -2.00541, -11.79245)  -0.175
C (7.07003, -1.68596, -11.50579)  -0.338
C (8.03859, -1.98035, -12.67855)  -0.051
H (3.22411, 0.06515, -7.70261)  0.068
H (3.25336, -1.67877, -7.28285)  0.077
H (4.11996, -0.53132, -6.31851)  0.072
H (5.28487, 0.06809, -8.77045)  0.107
H (5.87898, -1.20388, -7.75419)  0.114
H (1.43003, -2.48997, -12.14063)  0.122
H (2.34887, -0.92765, -12.47784)  0.096
H (3.19019, -3.43314, -13.69537)  0.076
H (2.52215, -2.00595, -14.60987)  0.074
H (4.06716, -1.92475, -13.85938)  0.068
H (7.29912, -0.64385, -11.28298)  0.115
H (7.32776, -2.22447, -10.59381)  0.117
H (7.50784, -1.87714, -13.62498)  0.074
H (8.89961, -1.31215, -12.69412)  0.077
H (8.25825, -3.04767, -12.65215)  0.072
C (5.17763, 1.43029, 2.65254)  -0.088
C (4.10715, 0.48460, 3.12328)  -0.301
O (4.52314, -0.06709, 4.34312)  -0.185
P (5.32365, -1.49056, 4.39975)  0.463
O (6.56892, -1.48963, 3.64473)  -0.218
O (5.45751, -1.65452, 6.01070)  -0.187
C (6.24532, -2.75612, 6.44194)  -0.265
C (6.81205, -2.56237, 7.89255)  -0.057
O (4.28476, -2.62569, 3.86992)  -0.171
C (3.01887, -2.72368, 4.54457)  -0.294
C (2.51344, -4.10175, 4.82172)  -0.078
H (4.91194, 1.71865, 1.63551)  0.076
H (5.17858, 2.37864, 3.18988)  0.075
H (6.15950, 0.95770, 2.67926)  0.077
H (3.16076, 1.01234, 3.24122)  0.124
H (4.09502, -0.20551, 2.27966)  0.119
H (5.55521, -3.59488, 6.53320)  0.107
H (7.02862, -3.00813, 5.72709)  0.112
H (6.06671, -2.80884, 8.64872)  0.071
H (7.54853, -3.33575, 8.11067)  0.067
H (7.39316, -1.64543, 7.99071)  0.077
H (2.93690, -2.12074, 5.44891)  0.118
H (2.30559, -2.30563, 3.83425)  0.119
H (2.71335, -4.81148, 4.01895)  0.083
H (2.89438, -4.51597, 5.75521)  0.073
H (1.42580, -4.05144, 4.87274)  0.082
C (10.33769, -7.36285, -7.20202)  -0.074
C (9.98567, -6.58179, -5.95643)  -0.329
O (8.95642, -7.22672, -5.28362)  -0.203
P (9.05203, -7.12069, -3.62757)  0.531
O (9.69006, -5.84090, -3.26816)  -0.226
O (7.51802, -7.39285, -3.14663)  -0.199
C (6.52895, -6.48448, -3.55176)  -0.270
C (6.01781, -5.82108, -2.21250)  -0.053
O (9.84935, -8.48121, -3.20160)  -0.156
C (9.51723, -9.61948, -3.92221)  -0.340
C (10.04994, -10.83539, -3.24144)  -0.069
H (9.41334, -7.47260, -7.76916)  0.076
H (11.11337, -6.93966, -7.84024)  0.080
H (10.62207, -8.39155, -6.98068)  0.067
H (10.89016, -6.61777, -5.34921)  0.113
H (9.71336, -5.55499, -6.20065)  0.124
H (6.84848, -5.70502, -4.24347)  0.114
H (5.75713, -7.11259, -3.99658)  0.117
H (5.32791, -5.02839, -2.50198)  0.066
H (5.44455, -6.50927, -1.59133)  0.071
H (6.86371, -5.36674, -1.69663)  0.077
H (8.43429, -9.72398, -3.98862)  0.121
H (9.98702, -9.56728, -4.90439)  0.110
H (11.09051, -10.63965, -2.98262)  0.085
H (9.49727, -11.03016, -2.32236)  0.082
H (9.98347, -11.70504, -3.89519)  0.084
C (-1.45233, 10.43690, 3.47261)  -0.081
C (-2.83759, 10.40328, 2.97942)  -0.291
O (-2.94827, 9.26180, 2.11988)  -0.175
P (-4.37146, 8.56400, 1.89216)  0.475
O (-4.27666, 7.31022, 1.10469)  -0.258
O (-5.29705, 9.79157, 1.31343)  -0.184
C (-6.55057, 9.52246, 0.69936)  -0.293
C (-6.70869, 10.73918, -0.12951)  -0.094
O (-4.94672, 8.30898, 3.37812)  -0.176
C (-4.11674, 7.48154, 4.14145)  -0.341
C (-4.56045, 7.38199, 5.51214)  -0.072
H (-0.80497, 10.26872, 2.61194)  0.085
H (-1.07316, 11.36374, 3.90307)  0.088
H (-1.15390, 9.65524, 4.17121)  0.081
H (-3.56957, 10.44351, 3.78607)  0.123
H (-3.01695, 11.30790, 2.39838)  0.124
H (-6.76779, 8.58892, 0.18029)  0.118
H (-7.31092, 9.54075, 1.48014)  0.121
H (-6.53982, 11.66031, 0.42826)  0.087
H (-6.04485, 10.83487, -0.98873)  0.081
H (-7.71757, 10.79850, -0.53785)  0.080
H (-4.01883, 6.52437, 3.62926)  0.128
H (-3.18551, 8.04393, 4.20947)  0.107
H (-5.64200, 7.33450, 5.63894)  0.087
H (-4.12832, 6.50836, 6.00015)  0.095
H (-4.32948, 8.34910, 5.95876)  0.089
C (-5.58100, -8.35160, -0.63753)  -0.090
C (-6.77713, -7.64001, -1.20003)  -0.287
O (-7.19036, -8.24559, -2.39515)  -0.177
P (-6.57236, -7.81525, -3.84232)  0.523
O (-6.24353, -6.39146, -3.91313)  -0.242
O (-7.54263, -8.50338, -4.94831)  -0.170
C (-7.49021, -9.90846, -5.14788)  -0.300
C (-8.70938, -10.23500, -5.96691)  -0.073
O (-5.24115, -8.82140, -3.93010)  -0.219
C (-3.99636, -8.36752, -4.46934)  -0.270
C (-3.43440, -9.40031, -5.44727)  -0.067
H (-4.77070, -8.49564, -1.35220)  0.067
H (-5.03741, -7.92391, 0.20490)  0.081
H (-5.74363, -9.30082, -0.12700)  0.080
H (-7.47046, -7.74009, -0.36494)  0.122
H (-6.46102, -6.60954, -1.36222)  0.109
H (-6.56261, -10.29906, -5.56629)  0.107
H (-7.60608, -10.48402, -4.22951)  0.122
H (-8.64467, -11.29376, -6.21778)  0.082
H (-9.58825, -10.06224, -5.34576)  0.084
H (-8.75538, -9.68967, -6.90958)  0.082
H (-4.02096, -7.37941, -4.92884)  0.110
H (-3.29547, -8.29822, -3.63745)  0.113
H (-4.24030, -9.86811, -6.01277)  0.064
H (-2.74353, -8.93787, -6.15222)  0.076
H (-2.88330, -10.21465, -4.97690)  0.076

## Properties
HOMO energy ... -10.97 eV
2S+1 ... 1
F_max ... 10.956 eV/A
Total charge ... +1
Frontier orbital gap ... 0.212 Eh
DFT total energy ... -260996.73048 eV
ΔE to the lowest compared entry with this formula, charge and spin ... 5.450 eV

***

(2)
Formula: C4H6N4O2
Source: the Open Molecules 2025 dataset
Level of theory: ωB97M-V/def2-TZVPD

Last column: Löwdin charge in e.
Cartesian coordinates (Å):
C (-0.39604, 1.63072, 0.32710)  0.059
C (-2.78230, 1.21049, 0.72897)  0.390
C (0.40881, 0.76225, -0.30168)  -0.209
C (2.25065, -0.09345, -1.25500)  -0.347
N (-1.70349, 1.39848, 0.46181)  0.178
N (1.09776, -0.95761, -1.43875)  0.218
N (0.09709, -0.45737, -0.87950)  0.169
N (-0.25053, -1.44603, 1.03536)  0.134
O (3.34094, -0.37554, -1.55429)  0.318
O (1.74744, 0.97461, -0.49627)  0.209
H (-0.01128, 2.51635, 0.68258)  0.157
H (-3.85626, 1.20337, 0.63529)  0.172
H (1.21676, -1.85839, -1.84045)  0.210
H (0.43860, -2.20436, 1.17132)  0.119
H (-1.33717, -1.51905, 0.90604)  0.144
H (-0.26097, -0.78448, 1.81747)  0.081

## Properties
HOMO energy (alpha / beta) ... -18.98 / -18.98 eV
2S+1 ... 1
F_max ... 4.028 eV/A
Total charge ... +2
Frontier orbital gap (alpha / beta) ... 0.276 / 0.276 Eh
DFT total energy ... -14277.28820 eV
ΔE to the lowest compared entry with this formula, charge and spin ... 3.256 eV